No. 1
{
  "formula": "C19H25N5O2",
  "method": "ωB97M-V/def2-TZVPD",
  "e_lumo_ev": -0.76,
  "de_lowest_kj_mol": 1803.21,
  "homo_lumo_gap_ev": 6.73,
  "symbols": ["C", "C", "C", "H", "H", "C", "N", "C", "O", "C", "C", "N", "H", "H", "N", "C", "N", "C", "C", "C", "C", "C", "C", "N", "C", "H", "H", "H", "H", "C", "H", "H", "C", "C", "O", "C", "H", "H", "H", "H", "H", "H", "H", "H", "H", "H", "H", "H", "H", "H", "H"],
  "positions_angstrom": [[-0.38713, 5.63382, 4.01538], [0.66078, 4.59216, 3.86447], [0.42049, 3.50524, 2.80809], [-0.57004, 3.03281, 3.24322], [0.02296, 4.00158, 1.99901], [1.52530, 2.53430, 3.04233], [1.29942, 1.41027, 2.21566], [1.90109, 1.38265, 0.81501], [2.91930, 2.04959, 0.51986], [1.41859, 0.14990, 0.05265], [2.24269, -0.12203, -1.20521], [3.13140, 0.58203, -1.74413], [3.46697, -0.04502, -2.35818], [3.57392, 1.13267, -1.15096], [1.34225, -1.23829, -1.69720], [0.46117, -1.66443, -0.70446], [-0.55685, -2.70995, -0.87771], [-1.37982, -2.71689, 0.10257], [-2.36030, -3.69148, -0.22626], [-3.21478, -3.83066, 0.95222], [-3.40844, -2.81432, 1.97795], [-2.22751, -1.88123, 2.17787], [-1.30204, -1.75490, 1.06580], [-0.35368, -0.80566, 1.32496], [0.34726, -0.49194, 0.06363], [-2.43339, -1.25493, 2.83693], [-4.25765, -3.07209, 2.84605], [-3.98884, -4.53060, 0.71281], [-2.27173, -4.38982, -0.77720], [1.74296, -2.05244, -2.87010], [2.85634, -2.08310, -3.07154], [1.12071, -2.84331, -2.91342], [1.27300, -1.18332, -4.14224], [-0.38913, -1.20616, -4.10297], [-0.72466, -2.51036, -4.42269], [-1.88126, -2.73913, -4.36202], [-2.80218, -2.01046, -4.92807], [-2.04051, -3.94166, -4.39502], [-2.22850, -2.59228, -3.17496], [-0.53791, -0.80697, -3.18077], [-0.61391, -0.67953, -4.89346], [1.81323, -0.14532, -3.87669], [1.64634, -1.56592, -4.91585], [0.38052, 0.87165, 2.28943], [2.48536, 3.17152, 2.58863], [1.62278, 2.00874, 3.86120], [0.78883, 4.16361, 4.98874], [1.51717, 5.03717, 3.68377], [-0.59513, 6.23818, 2.90809], [-0.09461, 6.60536, 4.78231], [-1.36084, 5.27095, 4.25248]],
  "forces_ev_per_a": [[-0.121, 5.366, -1.873], [-3.273, -2.185, 3.784], [-3.167, -0.415, 7.114], [1.481, 0.316, -0.931], [0.506, 0.425, -2.989], [1.568, 3.617, -7.907], [0.679, -2.070, -6.172], [-0.130, -1.752, 3.782], [-2.314, -1.008, 0.190], [10.959, 9.180, -3.178], [-11.727, -4.081, 6.456], [-1.586, -1.220, -3.449], [3.454, -1.268, -3.477], [3.077, 3.632, 3.151], [4.938, -0.313, -1.267], [-3.776, -1.066, -3.923], [8.290, 4.332, -2.389], [-1.261, -1.396, -3.443], [-3.380, 8.870, 14.862], [-0.670, 1.450, -3.532], [3.166, -0.633, 1.867], [-3.941, -8.173, -7.498], [-0.924, 1.849, 6.593], [-0.679, 0.573, -4.635], [-6.940, -8.160, 7.262], [-0.580, 5.865, 5.939], [2.473, 1.204, -2.500], [-0.615, -0.682, 0.864], [1.336, -8.489, -7.817], [1.172, 5.198, -1.766], [-1.143, -0.970, 1.061], [-1.052, -3.511, 0.271], [-3.077, 3.900, 8.799], [7.123, -2.060, -0.330], [12.419, 2.512, -1.263], [-15.948, -4.379, 4.470], [2.754, -2.064, 0.730], [-0.279, 2.755, -0.840], [-0.033, -0.136, -2.234], [-1.786, 0.583, 2.796], [-2.028, 3.542, -3.710], [-1.839, -1.805, -1.228], [2.777, -2.960, -6.643], [1.660, 0.960, -0.155], [-1.746, -2.315, 1.694], [0.598, -0.649, 5.623], [-0.154, 0.378, -2.580], [4.466, 2.232, -0.960], [0.690, -1.620, 2.898], [-0.773, -3.026, -2.049], [-0.646, -0.333, 0.532]],
  "nbo_charge": [-0.5777, -0.3904, -0.4148, 0.1720, 0.2325, -0.2203, -0.6517, 0.6874, -0.6751, -0.2928, 0.5111, -0.7306, 0.3874, 0.4455, -0.3971, 0.3090, -0.3747, 0.0920, -0.1361, -0.2167, -0.2343, -0.1249, 0.0970, -0.4007, 0.0729, 0.1804, 0.2296, 0.1963, 0.1778, -0.2301, 0.1928, 0.2384, -0.3458, -0.0612, -0.5254, -0.1837, 0.1285, 0.1870, 0.1086, 0.1940, 0.1784, 0.1755, 0.1745, 0.4320, 0.2142, 0.2154, 0.1789, 0.1872, 0.1759, 0.2105, 0.2016]
}

No. 2
{
  "formula": "C13H29BF4N3O2PS",
  "method": "ωB97M-V/def2-TZVPD",
  "e_lumo_ev": -2.60,
  "homo_lumo_gap_ev": 3.55,
  "symbols": ["C", "C", "C", "C", "N", "C", "N", "O", "B", "P", "S", "O", "C", "C", "C", "C", "F", "C", "C", "C", "F", "C", "F", "F", "H", "H", "H", "H", "H", "H", "H", "H", "H", "H", "H", "H", "H", "H", "H", "H", "H", "H", "H", "H", "H", "H", "H", "H", "H", "N", "H", "H", "H", "H"],
  "positions_angstrom": [[-1.96175, 3.95289, -4.07300], [-0.45735, 3.54361, -3.47520], [-0.23013, 1.96294, -3.89793], [1.04755, 1.29762, -3.11607], [0.85924, 1.07788, -1.63531], [0.36166, -0.30443, -1.28665], [-1.15460, -0.14288, -1.52409], [0.97310, -1.49209, -1.94377], [2.32312, -1.57911, -1.32285], [3.47075, -3.05132, -1.74841], [2.45123, -4.62000, -2.40322], [2.04222, -1.22687, 0.08245], [0.61027, -0.82371, 0.28490], [-0.06425, -2.28171, 0.64986], [-0.86377, -2.33426, 2.07854], [-1.63056, -3.82011, 2.12645], [-2.93062, -3.77242, 2.83805], [0.54867, 0.39941, 1.38425], [1.41104, 0.08671, 2.77448], [1.91329, 1.46482, 3.54383], [2.80264, 2.48297, 2.93440], [1.44628, 1.69278, 4.96954], [0.58354, 2.88290, 5.30877], [1.80242, 0.81153, 6.11438], [-2.04891, 5.11758, -4.18110], [-2.03759, 3.44265, -5.14091], [-2.79456, 3.45795, -3.41560], [-0.43614, 3.56149, -2.28672], [0.38875, 4.26562, -3.85095], [0.03268, 1.92012, -5.06146], [-1.24435, 1.35469, -3.78190], [1.94192, 2.08134, -3.22273], [1.37859, 0.35849, -3.72967], [1.71054, 1.35901, -1.10145], [-1.38171, 0.89424, -1.59352], [-1.69624, -0.45879, -0.68593], [2.86818, -0.62862, -1.77863], [4.41560, -3.41052, -0.72238], [4.27209, -2.62231, -2.90323], [0.68023, -3.18524, 0.62379], [-0.88320, -2.48090, -0.19566], [-0.03074, -2.40948, 2.92984], [-1.59335, -1.44176, 2.27908], [-1.77331, -4.20199, 1.02569], [-0.93513, -4.58979, 2.71531], [1.00755, 1.42299, 0.97603], [-0.57709, 0.67666, 1.66956], [0.62026, -0.41276, 3.51426], [2.26108, -0.70362, 2.62900], [-3.89982, 0.08517, 3.32521], [-4.81321, -0.02928, 3.78000], [-3.49389, -0.83867, 3.13532], [-4.01882, 0.59482, 2.44176], [-3.27340, 0.61373, 3.94355]],
  "forces_ev_per_a": [[1.174, -0.430, -0.305], [-0.993, -1.055, 0.398], [0.497, 0.476, -0.521], [0.738, 0.846, -1.308], [0.835, -1.072, -0.176], [-1.435, -1.217, 1.132], [0.188, 0.462, 0.661], [-1.831, 2.035, 0.231], [-1.406, 2.694, 0.251], [-0.118, -1.244, -1.390], [0.008, -0.467, 0.256], [-1.308, 0.613, 2.376], [3.586, -0.309, -1.030], [-2.474, 0.702, -0.427], [0.938, -1.928, 0.415], [1.173, 0.165, -0.023], [1.971, 0.247, -1.181], [0.503, 0.881, 0.386], [-0.174, -0.396, 0.909], [-0.273, -0.201, 3.259], [-3.647, -2.470, 1.232], [0.555, 0.519, -2.081], [3.543, -3.343, -0.153], [-2.344, 2.734, -3.830], [-0.172, -2.336, 0.313], [0.087, 1.266, 2.135], [1.534, 1.224, -1.162], [-0.155, 0.169, -2.462], [-1.667, -1.568, 0.526], [-0.551, 0.110, 2.450], [2.247, 1.243, -0.016], [-1.936, -1.641, 0.199], [-0.634, 1.450, 1.534], [-0.838, -0.865, -0.915], [0.854, -1.851, 0.075], [0.836, 0.020, -1.028], [1.288, 0.552, -0.496], [-0.187, 0.527, -0.443], [-0.197, -0.024, 1.353], [-1.142, 2.159, -0.087], [1.797, 0.255, 1.687], [-2.054, 0.580, -1.638], [1.244, -1.564, -0.472], [-0.180, 0.734, 2.290], [-1.763, 1.705, -1.263], [-1.053, -2.522, 0.404], [2.283, -0.695, -0.520], [1.958, 1.287, -1.243], [-1.492, 1.785, -0.216], [-0.110, 0.096, 0.046], [0.189, -0.004, -0.097], [0.077, -0.127, -0.035], [0.071, -0.109, 0.126], [-0.041, -0.099, -0.124]],
  "nbo_charge": [-0.6348, -0.4196, -0.4268, -0.2334, -0.7200, 0.5808, -0.8690, -0.7132, 0.3380, 0.6096, -0.7183, -0.7763, 0.2579, -0.4498, -0.4457, 0.0297, -0.4203, -0.4237, -0.4656, 0.3001, -0.3289, 0.6195, -0.3521, -0.3226, 0.2136, 0.2107, 0.2037, 0.2018, 0.2088, 0.2074, 0.2167, 0.1958, 0.2295, 0.3935, 0.3718, 0.3300, -0.1217, -0.0223, -0.0154, 0.2740, 0.2315, 0.2223, 0.1403, 0.2009, 0.1924, 0.2511, 0.1683, 0.2122, 0.2743, -0.8662, 0.4572, 0.4772, 0.4621, 0.4629]
}